# B4CuF16

B4CuF16 as an isolated structure at a distorted geometry (ωB97M-V/def2-TZVPD, the Open Molecules 2025 dataset).

The value obtained for the largest force on an atom is 19.9 eV Å⁻¹. The energy above the lowest of the compared OMol25 structures with the same formula, charge and spin is 630.3 kcal/mol. As for the total charge: -2. As for the multiplicity: 2. The value obtained for the calculated total energy is -3337.7908 Eh. The orbital gap (alpha / beta) comes out at 8.24 / 7.67 eV. The value obtained for the highest occupied orbital energy (alpha / beta) is -2.43 / -1.86 eV.

Last column: Mulliken charge in e.
Element x y z (Å)
1 Cu -0.10764 -0.13767 -0.00230  0.892
2 B 1.71605 0.36910 1.03286  0.375
3 F 2.32823 0.18700 2.23361  -0.490
4 F 2.49010 1.21579 0.27903  -0.436
5 F 1.54219 -0.80173 0.39115  -0.189
6 F 0.46613 0.80704 1.17761  -0.071
7 B -1.94139 1.06678 -0.41611  0.546
8 F -1.16822 0.17661 -1.02234  -0.079
9 F -3.22190 0.57062 -0.18919  -0.427
10 F -1.36243 1.16225 0.82806  -0.166
11 F -2.00831 2.34159 -1.10850  -0.443
12 B -0.77904 -1.63726 1.09608  0.582
13 F -1.05725 -2.61477 2.00364  -0.506
14 F -1.71336 -1.50901 0.14831  -0.317
15 F -0.69626 -0.36340 1.59931  -0.287
16 F 0.35303 -1.94533 0.42692  -0.268
17 B 1.09391 0.19790 -1.71483  0.446
18 F 2.42653 0.33487 -1.88750  -0.419
19 F 0.60238 -0.99936 -1.13375  -0.118
20 F 0.61826 1.08479 -0.87663  -0.167
21 F 0.41897 0.49417 -2.86541  -0.461

Cartesian forces (eV/Å) of the 3 atoms listed first:
-1.64 -6.11 6.53
4.56 1.58 1.54
0.80 -0.36 2.04